Density functional theory data (ωB97M-V/def2-TZVPD) for a 8-piece molecular cluster, C18H53NO15 overall in a non-equilibrium geometry.

Atoms and positions in Å:
1 C 11.6982 -31.0513 -7.8823
2 C 11.4395 -31.0807 -9.3730
3 O 11.2823 -29.7848 -9.9243
4 O 13.1174 -30.9287 -7.6431
5 H 11.4027 -31.9626 -7.3639
6 H 11.3074 -30.1439 -7.4146
7 H 10.6054 -31.7495 -9.5891
8 H 12.3375 -31.5559 -9.7781
9 H 12.0669 -29.5650 -10.4332
10 H 13.3898 -30.1524 -7.1578
11 C 5.9036 -30.2906 -8.0895
12 C 6.6671 -29.1718 -7.4666
13 O 5.9658 -28.4885 -6.4247
14 O 4.8332 -29.7841 -8.8704
15 H 5.4748 -30.9085 -7.2851
16 H 6.5301 -31.0008 -8.6383
17 H 7.0266 -28.4910 -8.2427
18 H 7.5523 -29.5784 -6.9646
19 H 6.4857 -27.6957 -6.2487
20 H 4.4580 -30.4848 -9.4097
21 C 5.3009 -27.7884 -13.9169
22 C 4.3497 -28.5411 -12.9973
23 O 4.8197 -29.8431 -12.6385
24 O 5.6893 -28.6807 -14.9660
25 H 6.2155 -27.4344 -13.4316
26 H 4.7127 -26.9634 -14.3281
27 H 3.4199 -28.6845 -13.5581
28 H 4.1945 -27.9886 -12.0708
29 H 5.2701 -30.1339 -13.4471
30 H 5.6440 -28.2147 -15.8025
31 C 10.3450 -27.1779 -15.4499
32 C 9.7587 -25.9116 -14.8353
33 O 10.8334 -25.0265 -14.4201
34 O 11.3263 -27.8769 -14.6765
35 H 10.8875 -26.8869 -16.3589
36 H 9.5930 -27.9009 -15.7675
37 H 9.1906 -26.1100 -13.9232
38 H 9.1661 -25.3874 -15.5839
39 H 10.7266 -24.1797 -14.8580
40 H 11.7000 -27.2653 -14.0246
41 C 8.3585 -27.5591 -10.8096
42 C 7.6387 -26.2248 -10.6368
43 O 8.6465 -25.2181 -10.5324
44 O 9.1785 -27.7125 -9.6802
45 H 8.9589 -27.6232 -11.7256
46 H 7.5931 -28.3397 -10.9278
47 H 7.1788 -26.2727 -9.6390
48 H 6.8886 -26.0483 -11.4027
49 H 9.1900 -25.5390 -9.7921
50 H 9.7344 -28.4992 -9.7537
51 C 9.1986 -25.9166 -5.8319
52 C 7.9880 -25.0614 -5.5336
53 O 6.9878 -25.2825 -6.5195
54 O 9.6678 -25.7575 -7.1744
55 H 9.0237 -26.9834 -5.6288
56 H 10.0499 -25.7809 -5.1503
57 H 8.2625 -24.0019 -5.5774
58 H 7.6233 -25.3361 -4.5458
59 H 7.4597 -25.1529 -7.3556
60 H 10.2879 -26.4717 -7.3401
61 C 6.3480 -20.9898 -9.1146
62 C 6.6392 -22.2684 -9.9303
63 O 7.5794 -22.9965 -9.1916
64 O 5.6225 -20.0370 -9.8922
65 H 7.3530 -20.5762 -8.9729
66 H 5.8274 -21.1914 -8.1789
67 H 6.9291 -22.1671 -10.9797
68 H 5.6849 -22.8171 -9.9828
69 H 8.0847 -23.6505 -9.6994
70 H 5.7596 -19.1831 -9.4759
71 C 11.9650 -25.0203 -10.3802
72 C 12.7842 -25.1538 -11.6651
73 C 14.3011 -25.3243 -11.4846
74 O 14.9911 -24.1937 -10.9613
75 C 15.7334 -23.4817 -11.9044
76 N 12.3056 -26.3102 -12.4257
77 H 11.2974 -24.1593 -10.3100
78 H 12.5696 -24.7451 -9.5025
79 H 11.4875 -25.9500 -10.0716
80 H 12.6490 -24.3106 -12.3506
81 H 14.7095 -25.6124 -12.4559
82 H 14.5290 -26.1084 -10.7561
83 H 16.4224 -24.0059 -12.5745
84 H 16.2568 -22.6708 -11.3977
85 H 15.0982 -22.9297 -12.6184
86 H 11.9309 -25.9810 -13.3166
87 H 11.5141 -26.7711 -11.9911

- multiplicity = 1
- F_max (eV/Å) = 2.021
- relative energy (zero: lowest compared OMol25 entry of this formula, charge and spin) (kJ/mol) = 219.7
- SMILES = COC[C@H](C)N.OCCO.OCCO.OCCO.OCCO.OCCO.OCCO.OCCO
- HOMO-LUMO gap (Ha) = 0.3454
- LUMO energy (eV) = 0.231

Löwdin atomic charge list, values in e, 8 entries: -0.21 -0.23 -0.07 -0.09 0.12 0.12 0.12 0.13



Density functional theory data (ωB97M-V/def2-TZVPD) for C18H54BF4O18Tl as an isolated structure in a non-equilibrium geometry.

Atoms and positions in Å:
1 Tl -0.2932 3.9643 1.8640
2 B -0.0329 0.0766 0.2632
3 F 0.4818 -0.8480 1.1298
4 F 0.2988 -0.2972 -1.0343
5 F -1.3410 0.0453 0.3478
6 F 0.3365 1.3720 0.6570
7 C -2.8863 2.3989 4.3990
8 C -2.6336 1.1935 3.5866
9 O -1.9778 1.5719 2.3898
10 O -1.6797 3.0469 4.6224
11 H -3.3315 2.0880 5.3442
12 H -3.6154 3.0349 3.8971
13 H -3.5277 0.6217 3.3380
14 H -2.0003 0.4568 4.0808
15 H -1.8906 0.7841 1.8483
16 H -1.7437 3.5174 5.4567
17 C 3.2865 2.6754 2.6630
18 C 2.4591 1.6102 3.4468
19 O 1.1294 2.1138 3.7850
20 O 2.6009 3.2075 1.5505
21 H 4.2291 2.2768 2.2878
22 H 3.4783 3.4728 3.3809
23 H 2.9532 1.4232 4.4002
24 H 2.2832 0.6847 2.8985
25 H 0.8721 1.8544 4.6727
26 H 3.1936 3.1411 0.7983
27 C 0.7586 1.3618 -5.3054
28 C 0.1030 0.1875 -4.6311
29 O -1.0799 -0.0977 -5.3402
30 O 1.9908 1.6582 -4.6797
31 H 0.0892 2.2101 -5.1630
32 H 0.9510 1.2489 -6.3723
33 H -0.2408 0.5054 -3.6469
34 H 0.7100 -0.7140 -4.5471
35 H -1.5224 -0.8629 -4.9655
36 H 2.3025 2.5385 -4.9020
37 C 2.0879 -5.2205 0.1945
38 C 2.6459 -3.8644 0.5520
39 O 1.6572 -2.8801 0.1288
40 O 2.3810 -5.7232 -1.1199
41 H 1.0089 -5.1796 0.3437
42 H 2.5802 -5.9450 0.8432
43 H 3.6312 -3.6884 0.1202
44 H 2.7508 -3.6469 1.6149
45 H 1.8059 -2.0174 0.5227
46 H 1.8700 -5.2271 -1.7636
47 C -1.1973 3.7653 -1.7439
48 C 0.2614 3.1584 -1.9645
49 O 1.1060 3.6665 -0.9185
50 O -1.7710 3.2283 -0.5821
51 H -1.8258 3.5940 -2.6178
52 H -1.2078 4.8423 -1.5763
53 H 0.6101 3.3728 -2.9747
54 H 0.1310 2.0762 -1.9624
55 H 1.9968 3.4088 -1.1667
56 H -2.2443 2.4659 -0.9232
57 C -3.4661 0.3451 -2.6628
58 C -4.2160 1.2710 -3.6555
59 O -5.5708 1.3015 -3.3448
60 O -3.0688 1.1091 -1.5474
61 H -2.6426 -0.2444 -3.0661
62 H -4.1178 -0.4270 -2.2539
63 H -4.1340 0.8973 -4.6762
64 H -3.8089 2.2821 -3.6615
65 H -5.7221 0.8462 -2.5133
66 H -2.8435 0.5267 -0.8183
67 C 3.3843 0.2981 -1.0636
68 C 4.3086 1.5413 -1.1105
69 O 3.7465 2.8168 -1.1039
70 O 2.8704 0.1444 0.2485
71 H 3.9295 -0.5749 -1.4225
72 H 2.5294 0.2702 -1.7392
73 H 4.7769 1.4315 -2.0886
74 H 4.9642 1.5456 -0.2398
75 H 4.3415 3.4721 -1.4757
76 H 1.9946 0.5275 0.3365
77 C -0.0482 -3.6660 3.6540
78 C -0.6273 -2.3533 4.1671
79 O 0.2714 -1.2748 3.9070
80 O 1.0618 -4.2153 4.3168
81 H 0.3378 -3.5438 2.6420
82 H -0.8238 -4.4319 3.6478
83 H -0.8344 -2.4630 5.2316
84 H -1.5834 -2.2115 3.6634
85 H 0.2099 -1.0492 2.9759
86 H 1.8662 -3.7771 4.0297
87 C -1.8530 -3.4272 -0.0714
88 C -1.7939 -2.8054 -1.4651
89 O -3.0982 -2.9162 -1.9902
90 O -1.9399 -4.8229 -0.2667
91 H -2.6715 -2.9052 0.4243
92 H -1.0214 -3.0934 0.5493
93 H -1.0005 -3.2050 -2.0968
94 H -1.4412 -1.7749 -1.5083
95 H -3.3692 -3.8361 -2.0332
96 H -1.8855 -5.3171 0.5545

- multiplicity = 2
- F_max (eV/Å) = 4.501
- charge = +1
- HOMO-LUMO gap (alpha / beta) (Ha) = 0.3446 / 0.0953
- LUMO energy (alpha / beta) (eV) = -2.343 / -9.127

Löwdin atomic charge list, values in e, 8 entries: 1.15 -1.46 0.15 0.16 0.22 0.11 -0.26 -0.23



- Which value of F_max does entry 2 give?
  4.501 eV/Å



- Which value of multiplicity does entry 1 give?
  1



- Among the records above, which one has the lowest multiplicity?
  C18H53NO15